# 1
12
Properties=species:S:1:pos:R:3:mulliken_charge:R:1 method="wB97M-V/def2-TZVPD" orbital_gap_ha=0.3819 smiles="C=NC.N" homo_ev=-9.453 energy_ha=-190.4537
N 0.09830 -2.15708 -1.06426 -0.670
H -0.14445 -3.11462 -0.91727 0.225
H 0.99953 -2.01155 -0.61823 0.203
H -0.48003 -1.57174 -0.46080 0.301
C -0.02731 1.41712 -0.65426 -0.850
C 0.10229 0.67330 1.55677 -0.453
N -0.29227 0.37462 0.38941 -0.273
H 0.11714 0.88025 -1.58768 0.280
H 0.94191 1.83612 -0.39595 0.353
H -0.83227 2.13908 -0.69903 0.298
H 0.27958 1.71346 1.85178 0.320
H 0.49051 -0.14096 2.16755 0.266

=====

# 2
13
Properties=species:S:1:pos:R:3:mulliken_spin:R:1 method="wB97M-V/def2-TZVPD" orbital_gap_ha="0.3686 / 0.2514" s2=0.76 charge=+1 homo_ev="-13.830 / -13.830" energy_ha=-265.4356 spin_multiplicity=2
C -1.31733 0.76118 -1.00976 0.140
C -1.97021 1.34020 0.07471 0.400
N -1.34934 1.38595 1.31933 0.178
N -0.05656 0.41024 -0.99906 0.260
H -1.75485 1.00852 -1.98205 0.004
H -2.69695 2.12845 -0.06197 0.028
H -1.49188 0.58419 1.90680 0.011
H -1.18070 2.29490 1.70909 -0.002
H 0.31016 0.59392 -0.06971 -0.008
H 0.32655 0.04690 -1.85320 -0.012
H 3.04245 -3.34950 0.72541 0.000
H 4.34347 -3.99492 0.08895 0.000
O 3.79519 -3.21003 0.15147 0.000

=====

# 3
14
Properties=species:S:1:pos:R:3:mulliken_charge:R:1 method="wB97M-V/def2-TZVPD" orbital_gap_ha=0.3940 smiles="O=CO.NCN" homo_ev=-9.881 energy_ha=-340.9391
N -0.61971 -1.81883 -1.05455 -0.623
C 0.56918 -1.08230 -0.67972 -0.349
N 0.47765 -0.70307 0.74976 -0.700
H -1.30328 -1.78901 -0.29477 0.261
H -1.12705 -1.35070 -1.80909 0.280
H 0.75970 -0.13412 -1.26697 0.260
H 1.43921 -1.79760 -0.66125 0.349
H 0.35858 -1.67046 1.26823 0.294
H 1.40412 -0.42651 0.93188 0.256
O 0.87618 2.99604 0.24702 -0.528
C -0.35736 2.65722 0.44326 0.188
O -0.79187 1.34291 0.35990 -0.470
H -1.17857 3.25970 0.93902 0.321
H -0.50680 0.51673 0.82729 0.462

=====

# 4
14
Properties=species:S:1:pos:R:3:mulliken_charge:R:1 method="wB97M-V/def2-TZVPD" orbital_gap_ha=0.3893 smiles="NCNC=O.O" homo_ev=-9.799 energy_ha=-340.9789
O 1.51834 0.84038 1.77582 -0.573
C 1.64806 0.03235 0.82672 0.192
N 1.13245 0.14667 -0.44353 -0.265
C 0.02592 1.16032 -0.41701 -0.606
N -1.20986 0.59552 0.00539 -0.555
H 2.10811 -1.04282 0.86843 0.259
H 0.99758 -0.69168 -1.09197 0.343
H 0.33671 1.97356 0.20912 0.379
H -0.18719 1.48937 -1.45523 0.359
H -1.86522 1.24189 -0.42979 0.251
H -1.34813 0.68264 1.00652 0.215
H -1.19071 -2.82881 0.15741 0.294
H -1.19419 -1.39100 -0.55631 0.369
O -0.77188 -2.20840 -0.45556 -0.662

=====

# 5
14
Properties=species:S:1:pos:R:3:mulliken_charge:R:1 method="wB97M-V/def2-TZVPD" orbital_gap_ha=0.3065 homo_ev=-7.870 energy_ha=-340.8784
C -0.82834 2.61148 -1.07076 -0.946
C -0.50346 0.84057 0.44044 0.021
N -1.13627 1.95007 0.17776 0.513
N 0.95979 -2.25784 1.04606 -0.728
O -1.96325 2.52645 0.91092 -0.714
O 0.40201 0.25924 -0.45089 -0.515
H -1.87975 2.89379 -1.54766 0.278
H -0.13222 3.43050 -1.15878 0.304
H -0.39599 1.93642 -1.74201 0.353
H -0.75749 0.32832 1.37995 0.323
H 1.63754 -3.04609 0.97505 0.218
H 0.36613 -2.64428 1.74920 0.209
H 1.27754 -1.35272 1.45425 0.290
H 0.69869 -0.61281 -0.03379 0.394

=====

# 6
15
Properties=species:S:1:pos:R:3:mulliken_charge:R:1 method="wB97M-V/def2-TZVPD" orbital_gap_ha=0.3625 homo_ev=-9.170 energy_ha=-739.1256
C -1.02938 1.18106 -0.20711 -1.327
C -0.36603 -0.17984 -0.09809 0.829
N -0.95349 -1.33272 -0.89069 -0.697
N -0.12297 -0.62959 1.31398 -0.695
O 1.83870 1.24603 0.03793 -0.509
O 2.00023 -1.20649 -0.68528 -0.572
S 1.29690 0.03861 -0.99356 0.461
H -1.85137 1.36271 0.49226 0.371
H -0.15620 1.93313 -0.14851 0.359
H -1.68120 1.27924 -1.09269 0.346
H -0.41039 -2.16710 -0.46171 0.298
H -1.98004 -1.57880 -0.73445 0.281
H -0.03125 0.18160 1.92470 0.271
H 2.70464 0.90139 0.03920 0.320
H 0.74186 -1.02924 1.50402 0.264

=====

# 7
15
Properties=species:S:1:pos:R:3:mulliken_charge:R:1 method="wB97M-V/def2-TZVPD" orbital_gap_ha=0.3893 smiles="NC(=O)O.NCO" homo_ev=-10.066 energy_ha=-416.2524
N -1.30120 0.10349 -1.09013 -0.508
C -2.06106 0.05931 0.07287 0.596
O -1.79417 -1.06615 0.81440 -0.474
O -2.86086 0.91953 0.40160 -0.558
H -0.30083 -0.08118 -0.98890 0.361
H -1.52609 0.95419 -1.63466 0.250
H -1.61945 -1.81288 0.20776 0.354
N 1.24996 -0.35433 0.31085 -0.543
C 2.37688 -0.03215 -0.54640 -0.308
O 3.45174 0.50588 0.22900 -0.510
H 1.51798 -1.13778 0.93503 0.236
H 1.05137 0.45978 0.90898 0.224
H 2.70843 -0.97773 -1.02918 0.298
H 2.05513 0.67491 -1.33520 0.290
H 4.20352 0.63954 -0.32768 0.292

=====

# 8
16
Properties=species:S:1:pos:R:3:mulliken_charge:R:1 method="wB97M-V/def2-TZVPD" orbital_gap_ha=0.1946 charge=-1 homo_ev=-1.766 energy_ha=-757.6062
C 0.60139 2.59538 -0.07033 -0.194
C -0.96032 -1.03283 -0.48629 -0.356
N 1.08911 1.95160 0.89993 -0.490
N -1.28349 -2.31704 -1.15612 -0.571
O 1.07461 -1.60394 1.60621 -0.547
O -1.24125 -2.38515 1.86478 -0.777
O -0.70037 0.10598 2.00614 -0.524
P -0.52393 -1.33119 1.17152 0.790
H -0.53386 2.86458 0.03093 0.233
H 1.14063 2.89135 -1.10847 0.215
H -0.22329 -0.46916 -1.26655 -0.027
H -0.11166 0.71883 1.56901 0.367
H 1.99862 1.56038 0.71590 0.196
H -2.21882 -2.56463 -0.86731 0.197
H -1.45695 -2.12783 -2.12371 0.246
H 0.96498 -2.07264 2.37698 0.242

=====

# 9
15
Properties=species:S:1:pos:R:3:mulliken_charge:R:1 method="wB97M-V/def2-TZVPD" orbital_gap_ha=0.2923 homo_ev=-9.363 energy_ha=-948.3542
C -1.14946 -1.09971 0.11206 -0.884
C -1.54395 1.21548 0.28310 -1.233
N 2.02746 -0.55331 0.34078 -0.200
N -0.53505 0.16044 0.52171 -0.004
O 1.39788 1.93014 -0.17629 -0.603
P 3.53335 -0.48322 -0.09184 0.110
P 0.90901 0.54625 -0.26753 0.425
H -1.13164 -1.80251 0.89374 0.280
H -2.22194 -0.93453 -0.12852 0.376
H -0.70547 -1.66066 -0.80064 0.294
H -1.67113 1.40423 -0.69991 0.485
H -2.44316 0.93971 0.76610 0.537
H -1.18478 2.07081 0.99433 0.303
H 4.17937 -1.57424 0.54041 0.061
H 0.53953 -0.15888 -2.28753 0.052

=====

# 10
13
Properties=species:S:1:pos:R:3:mulliken_charge:R:1 method="wB97M-V/def2-TZVPD" orbital_gap_ha=0.3452 smiles=CNN(C)S homo_ev=-8.519 energy_ha=-588.5864
C 0.41084 -0.68288 1.73230 -0.634
C -0.36614 1.22463 -1.31617 -0.894
N 0.58947 0.30408 0.54871 -0.359
N -0.33027 0.04924 -0.48421 -0.107
S -0.11691 -1.38221 -1.44365 -0.217
H -0.65810 -0.97047 1.46690 0.290
H 1.17129 -1.46621 1.75553 0.242
H 0.34399 -0.10649 2.74842 0.233
H -1.27998 1.21269 -1.91650 0.290
H -0.61018 1.91685 -0.56576 0.379
H 0.61238 1.44647 -1.60683 0.386
H 1.65017 0.38592 0.25116 0.242
H -1.41656 -1.93160 -1.16992 0.148